# 1
Below is the ion C3H7N2O with charge +1 at a distorted geometry, with properties calculated with ωB97M-V with the def2-TZVPD basis set.

Summary:
HOMO: -14.88 eV
Frontier orbital gap: 10.81 eV
LUMO: -4.076 eV
Net charge: +1
SMILES: C1CN2O[C@@H]2[NH2+]1
Relative energy (zero: lowest compared OMol25 entry of this formula, charge and spin): 118.8 kcal/mol
Energy: -8240.9871 eV

```
13
Properties=species:S:1:pos:R:3:forces:R:3
C -0.1928 -0.6802 0.8029 -2.7 0.3 3.5
C -0.0766 -1.1029 -0.6216 -1.0 -2.8 -2.7
N 0.5668 0.0010 -1.3944 -2.0 -3.2 -0.6
O 1.6945 0.4376 -0.6713 -1.5 2.0 1.0
C 0.3160 1.1225 -0.6656 3.6 -0.5 0.1
N -0.2588 0.8458 0.6922 1.5 2.6 0.1
H -1.2085 -0.9227 1.3366 1.5 0.1 -1.6
H 0.4277 -0.9464 1.6670 1.0 0.0 -1.1
H 0.4800 -2.0726 -0.8551 -0.6 1.4 0.8
H -1.1501 -1.3151 -1.0960 2.3 0.8 0.9
H 0.3156 1.9836 -1.3076 -0.7 1.1 1.0
H -1.2385 1.1458 0.7214 0.2 0.2 0.1
H 0.3248 1.5037 1.3915 -1.6 -2.2 -1.5
```
Forces are in eV/Å.

# 2
Below is a structure of composition C25H43Cl2CrF5N3O4Si at a distorted geometry, with properties calculated with ωB97M-V with the def2-TZVPD basis set.

Summary:
Expectation value of S²: 3.814
HOMO (alpha / beta): -8.33 / -8.58 eV
2S+1: 4
Frontier orbital gap (alpha / beta): 8.66 / 8.91 eV
LUMO (alpha / beta): 0.332 / 0.330 eV
Net charge: 0
Relative energy (zero: lowest compared OMol25 entry of this formula, charge and spin): 7.3 kcal/mol
Energy: -114219.5779 eV

```
84
Properties=species:S:1:pos:R:3:forces:R:3
C -4.3983 1.8073 1.0819 0.1 0.2 -0.3
C -4.8271 0.4255 1.4600 -0.7 -0.9 -0.2
H -5.0846 2.2267 0.3322 0.3 0.0 0.2
H -3.3793 1.7863 0.6753 -0.3 0.1 0.1
H -4.4008 2.4749 1.9610 0.0 -0.2 -0.3
C -6.1046 0.0092 1.4320 0.8 0.1 0.3
C -7.2616 0.8130 0.9569 -0.7 0.1 -0.1
H -6.3756 -0.9693 1.8325 0.3 0.2 -0.2
H -7.0881 1.3181 0.0013 0.1 0.0 0.1
H -7.5757 1.5804 1.6775 0.1 -0.1 -0.1
H -8.1046 0.1295 0.8140 0.0 0.3 0.0
Cr 2.2942 1.6507 -0.5602 1.4 1.3 0.0
Cl 0.6461 1.9705 0.9229 -0.3 0.2 0.4
C 2.5955 -0.6590 1.1276 0.2 -0.2 -1.1
O 2.6649 -0.2333 -0.0650 -0.2 -0.5 1.7
N 2.9319 -1.9181 1.4082 -0.3 0.4 -0.4
C 3.2517 -2.7969 0.2890 0.0 -0.2 -0.1
C 2.6980 -2.5133 2.7208 -0.1 0.2 0.1
H 2.2388 -0.0261 1.9523 0.2 -0.1 -0.2
H 3.8215 -2.2426 -0.4638 -0.2 -0.2 0.2
H 2.3353 -3.1972 -0.1757 0.3 0.2 0.1
H 3.8423 -3.6316 0.6659 0.0 0.1 -0.1
H 2.9320 -1.7766 3.5018 -0.1 -0.3 -0.2
H 3.3560 -3.3837 2.8206 -0.1 0.3 0.1
H 1.6489 -2.8335 2.8255 0.4 0.0 0.0
H 7.1898 0.0194 -2.2704 -0.2 0.0 0.0
H 8.0878 2.4171 -2.3955 -0.3 0.1 0.0
C 6.4273 0.3828 -2.9683 0.0 -0.1 0.1
C 7.1826 2.7162 -2.9403 -0.1 0.2 -0.2
N 6.1069 1.7711 -2.6790 -0.3 -0.1 0.0
H 5.5329 -0.2398 -2.9028 0.1 0.2 0.1
C 4.9277 2.1399 -2.1639 -0.6 -0.4 0.6
O 4.0460 1.3340 -1.7756 0.9 0.8 -0.6
H 6.8848 3.7225 -2.6312 0.1 -0.2 0.0
H 4.7711 3.2266 -2.0851 0.0 -0.3 0.0
H 6.8464 0.3249 -3.9766 -0.1 0.0 0.0
H 7.4230 2.7225 -4.0124 -0.1 0.0 0.2
H 0.1298 4.2380 -3.9956 0.0 -0.2 -0.1
H -1.3286 2.0746 -2.4682 0.1 -0.1 -0.3
C 0.1950 3.3719 -4.6691 0.2 0.0 0.0
C -1.0667 1.6202 -3.4396 -0.2 0.0 0.2
N 0.2134 2.1209 -3.9228 0.5 -0.3 0.6
H 1.1093 3.4570 -5.2591 -0.1 0.0 0.0
C 1.3340 1.7536 -3.2828 -0.2 -0.2 0.8
O 1.3704 0.9380 -2.3197 -0.4 0.8 -1.4
H -1.0107 0.5329 -3.3257 0.0 0.3 0.0
H 2.2524 2.2393 -3.6433 -0.2 -0.2 0.0
H -0.6727 3.3592 -5.3296 0.2 0.0 -0.1
H -1.8357 1.8786 -4.1762 0.2 -0.1 0.2
O -2.7228 -0.5566 0.8638 -0.2 -0.1 -0.1
C -3.7003 -0.4967 1.9004 0.3 -0.1 0.2
C -4.6895 -2.8313 1.5591 0.0 -0.2 0.2
C -4.1461 -1.8644 2.4079 0.2 0.4 0.1
H -4.7536 -2.6196 0.4859 0.0 -0.1 0.5
C -5.1548 -4.0426 2.0929 0.1 0.4 0.0
H -3.2519 0.0300 2.7556 0.3 -0.2 0.0
C -4.0393 -2.1116 3.7828 -0.3 -0.2 -0.3
H -5.5669 -4.7990 1.4223 0.1 0.2 0.2
C -5.1288 -4.2561 3.4760 0.1 0.3 -0.1
C -4.5664 -3.2887 4.3198 0.0 0.0 -0.1
H -3.5717 -1.3449 4.4134 -0.3 -0.4 -0.2
H -5.5603 -5.1656 3.8968 0.2 0.2 -0.1
H -4.5627 -3.4357 5.4023 0.1 -0.1 -0.3
Si -1.5828 -1.6120 0.2429 -1.0 0.4 -0.2
Cl 1.8590 3.8012 -1.4313 0.4 0.0 0.0
C -2.3396 -2.7651 -1.0164 -0.2 -0.4 0.1
C -0.7989 -2.5392 1.6614 0.2 -0.3 0.2
C -0.4777 -0.4989 -0.7157 0.4 -0.1 0.6
H -3.0435 -3.4883 -0.5903 0.2 0.0 -0.1
H -1.5306 -3.3216 -1.5133 -0.2 0.1 0.1
H -2.8734 -2.1841 -1.7825 0.2 -0.1 0.2
H -1.0469 0.2854 -1.2260 0.1 -0.3 0.2
H 0.2236 -0.9643 -1.4188 -0.3 0.0 0.2
H 0.1055 0.0256 0.0559 -0.2 -0.3 -0.6
H -1.5383 -3.1428 2.2048 0.1 0.1 -0.2
H -0.3574 -1.8449 2.3890 -0.1 0.0 -0.2
H -0.0176 -3.2314 1.3164 -0.1 0.1 0.0
F 4.5792 3.3231 0.2591 0.2 -0.2 0.4
C 3.7991 2.3902 0.9184 -1.6 -0.5 -1.2
F 4.6381 1.3455 1.2591 0.1 0.3 0.3
C 3.3387 3.0920 2.2052 0.6 0.3 0.1
F 4.4444 3.4952 2.8981 -0.5 0.0 0.0
F 2.6272 4.1917 1.8965 0.3 -0.8 0.5
F 2.6340 2.2933 3.0471 0.5 0.5 -0.6
```
Forces are in eV/Å.

# 3
Below is a cluster of 2 separate species, C3H10NOPS in total at a distorted geometry, with properties calculated with ωB97M-V with the def2-TZVPD basis set.

Summary:
HOMO: -8.74 eV
Frontier orbital gap: 9.57 eV
LUMO: 0.822 eV
Net charge: 0
SMILES: CSP(N)O.C=C
Relative energy (zero: lowest compared OMol25 entry of this formula, charge and spin): 59.4 kcal/mol
Energy: -26933.9163 eV

```
17
Properties=species:S:1:pos:R:3:forces:R:3
C 2.2991 1.2902 0.0604 0.6 -0.3 0.7
S 1.0211 2.2305 -0.8101 0.0 0.3 0.0
P 0.3095 0.6915 -2.0522 -1.9 -1.2 1.0
N -1.3991 0.7053 -1.6494 1.7 1.9 -1.1
O 0.1861 1.5163 -3.4710 2.3 -0.5 -0.6
H 2.7676 2.1027 0.7348 -0.6 -1.8 -0.8
H 3.0489 0.8508 -0.6328 -0.3 0.7 0.4
H 1.8583 0.3838 0.5836 0.5 1.5 -0.1
H -2.0589 -0.0386 -1.5392 0.3 -0.4 -0.3
H -1.7316 1.5088 -2.1896 -0.7 -0.5 0.4
H 1.1537 1.4002 -3.7618 -2.1 0.7 -0.1
C -0.9876 -1.4178 0.5594 -0.3 1.2 -0.9
C -0.2087 -2.1937 1.2433 -2.4 -1.6 1.4
H -0.4432 -0.6002 0.1805 -0.2 1.1 -1.2
H -2.0814 -1.5062 0.4137 0.9 0.0 0.4
H 0.8135 -2.1506 1.3825 1.9 0.5 0.1
H -0.7717 -2.8728 1.8329 0.2 -1.4 0.5
```
Forces are in eV/Å.

# 4
Below is a structure of composition C43H53BrN3O5PPbS3 at a distorted geometry, with properties calculated with ωB97M-V with the def2-TZVPD basis set.

Summary:
HOMO (alpha / beta): -11.85 / -11.85 eV
Frontier orbital gap (alpha / beta): 2.32 / 2.32 eV
LUMO (alpha / beta): -9.531 / -9.532 eV
Net charge: +2
Relative energy (zero: lowest compared OMol25 entry of this formula, charge and spin): 92.0 kcal/mol
Energy: -177227.1439 eV

```
110
Properties=species:S:1:pos:R:3:forces:R:3
Pb 0.8184 -0.0264 1.0962 0.9 0.5 1.4
O 5.9863 -4.1573 3.0876 0.4 -0.4 0.1
C 5.5785 -3.0108 2.5386 -0.4 0.3 -0.2
O 6.3254 -2.1215 2.2638 0.0 -0.2 0.1
C 4.1211 -2.9364 2.2088 -0.4 -0.1 -0.3
C 3.3562 -3.9023 1.5693 0.4 0.3 0.2
N 2.1651 -3.3462 1.2976 -0.1 -0.5 -0.3
N 2.1013 -2.0933 1.7273 -0.2 0.4 -0.1
C 3.2735 -1.8082 2.2772 0.1 -0.1 0.2
C 3.3948 -0.4830 3.0172 0.8 -0.9 0.6
O 4.1792 -0.4015 3.9380 0.0 -0.1 -0.5
O 2.5324 0.3943 2.6735 -1.2 0.7 -1.5
H 5.2803 -4.7970 3.2560 0.0 0.3 0.0
H 3.5817 -4.9119 1.2819 0.0 -0.2 -0.1
H 1.3717 -3.7622 0.8335 0.1 0.0 0.1
C -5.2888 -3.4499 -2.9570 0.2 0.0 0.0
C -4.0973 -3.1381 -3.8644 -0.2 -0.1 0.0
C -4.5076 -2.0099 -4.8295 0.2 0.1 0.1
C -3.7543 -4.3975 -4.6809 0.2 0.0 0.1
C -2.8791 -2.6855 -3.1088 -0.4 -0.1 0.2
C -2.8936 -2.5399 -1.7122 0.2 0.2 0.5
C -1.7797 -2.0895 -1.0717 -1.3 -0.4 1.9
Br -1.8396 -1.8406 0.8217 -0.1 -0.4 -1.0
C -0.5396 -1.7477 -1.7281 1.3 0.7 0.7
O 0.4375 -1.3315 -1.0638 -1.1 -1.2 -0.8
C -0.5324 -1.9382 -3.1710 -0.2 0.2 -1.4
C -1.6878 -2.3732 -3.7817 1.2 0.3 -0.1
C 0.6773 -1.6071 -4.0290 0.3 0.1 -0.2
C 0.9156 -2.6889 -5.0976 -0.2 0.0 0.1
C 0.3687 -0.2778 -4.7469 -0.1 0.0 0.1
C 1.9838 -1.4304 -3.2501 0.0 0.0 0.0
H -6.1371 -3.7345 -3.5722 -0.1 0.0 -0.1
H -5.5861 -2.5833 -2.3711 -0.1 0.1 0.1
H -5.0796 -4.2796 -2.2864 0.0 -0.1 0.1
H -5.3999 -2.3157 -5.3673 -0.1 0.0 -0.1
H -3.7291 -1.7941 -5.5541 0.1 0.1 -0.2
H -4.7303 -1.1003 -4.2766 -0.1 0.1 0.0
H -4.6263 -4.6985 -5.2551 -0.1 0.0 0.0
H -3.4784 -5.2151 -4.0194 0.0 -0.1 0.0
H -2.9364 -4.2202 -5.3723 0.1 0.0 -0.1
H -3.7754 -2.7821 -1.1440 -0.1 0.0 0.1
H -1.6683 -2.4833 -4.8544 0.0 -0.1 -0.1
H 0.1282 -2.7219 -5.8445 -0.1 0.0 -0.1
H 1.0032 -3.6726 -4.6434 0.1 -0.1 0.0
H 1.8422 -2.4709 -5.6235 0.0 0.0 0.0
H -0.5380 -0.3464 -5.3418 -0.1 0.0 -0.1
H 1.1939 -0.0302 -5.4085 0.1 0.0 -0.1
H 0.2500 0.5331 -4.0303 0.0 0.1 0.1
H 2.1652 -2.2812 -2.5987 0.2 -0.1 0.1
H 1.9683 -0.5306 -2.6414 0.1 0.0 0.0
H 2.8119 -1.3524 -3.9517 0.0 0.0 -0.1
C -0.3940 2.7116 6.7481 0.1 -0.5 0.3
C 1.0204 2.1289 6.7019 -0.2 0.1 -0.5
S 1.4497 1.3546 5.0991 -0.1 0.3 0.4
C 1.5189 -0.3872 5.5880 -0.3 0.4 -0.1
C 0.1582 -0.9745 5.9048 0.1 -0.4 -0.1
S -0.9092 -1.0235 4.4203 -0.1 -0.1 0.2
C -2.4642 -0.3755 5.1130 0.5 0.2 -0.3
C -2.4098 1.1109 5.4449 -0.2 0.1 0.4
S -1.7054 1.4962 7.0964 -0.2 0.3 -0.2
H -0.6382 3.2381 5.8282 0.0 0.1 0.0
H -0.4505 3.4092 7.5850 -0.1 0.1 -0.1
H 1.1718 1.4068 7.5012 0.0 0.0 0.1
H 1.7257 2.9496 6.8361 0.1 -0.1 0.1
H 2.1893 -0.4705 6.4438 0.0 -0.1 -0.1
H 1.9655 -0.9077 4.7473 0.1 -0.1 0.2
H -0.3687 -0.3945 6.6658 0.2 -0.2 -0.2
H 0.2774 -1.9988 6.2614 0.0 0.0 0.0
H -2.7399 -0.9776 5.9773 -0.1 0.0 0.0
H -3.1907 -0.5432 4.3180 -0.2 0.0 0.1
H -3.4325 1.4899 5.4748 0.0 0.1 -0.1
H -1.8387 1.6534 4.6937 0.0 0.0 0.0
C -0.6157 4.0835 1.8436 0.0 -0.3 0.1
P -0.2015 2.5721 0.8792 -0.2 1.2 -0.3
C 0.9422 3.2804 -0.4017 -0.3 -0.3 0.1
C 0.2725 4.2717 -1.3099 -0.1 0.1 -0.2
C 1.1028 4.9009 -2.1273 -0.2 0.0 0.0
C 2.5368 4.4873 -1.9929 -0.1 -0.1 0.0
C 2.9293 4.5795 -0.5474 0.0 0.1 0.1
C 2.1120 3.9499 0.2800 0.2 0.0 0.2
C -1.7860 2.1170 0.0766 0.4 -0.2 0.2
C -1.9371 1.7119 -1.2466 0.2 0.0 0.1
C -3.1351 1.1645 -1.6765 0.1 -0.1 -0.1
C -4.1942 1.0128 -0.7978 0.0 -0.1 0.0
C -4.0560 1.4159 0.5202 -0.1 0.0 0.0
C -2.8605 1.9545 0.9522 0.2 0.1 0.1
H -1.2934 4.7272 1.2867 0.0 0.0 -0.1
H 0.3032 4.6234 2.0602 0.0 0.0 0.1
H -1.0827 3.8021 2.7842 0.0 0.0 0.1
H -0.7936 4.4212 -1.2648 -0.2 0.1 -0.1
H 0.8097 5.6422 -2.8482 -0.1 0.1 -0.2
H 3.2037 5.0296 -2.6603 0.0 0.0 0.0
H 3.8250 5.0942 -0.2546 0.2 0.0 0.2
H 2.2825 3.8299 1.3360 0.1 0.0 0.2
H -1.1291 1.8231 -1.9535 0.1 0.1 -0.1
H -3.2299 0.8507 -2.7057 -0.1 0.0 -0.1
H -5.1207 0.5736 -1.1333 -0.1 0.0 -0.1
H -4.8770 1.3010 1.2093 -0.1 0.0 0.1
H -2.7464 2.2533 1.9833 -0.1 0.0 0.2
C 3.9868 2.5000 -2.2715 0.1 -0.4 0.4
C 4.4420 1.6472 -1.3479 0.3 0.4 -0.7
C 3.5157 1.0248 -0.4475 -0.5 -0.2 0.2
N 2.2492 1.2101 -0.4515 0.4 -0.4 0.4
C 1.6379 2.2002 -1.3166 -0.4 0.1 -0.4
C 2.5684 2.9411 -2.3128 -0.1 0.0 -0.2
H 4.6432 2.9445 -3.0049 0.2 0.0 0.0
H 5.4778 1.3591 -1.2806 0.1 0.0 0.0
H 3.9034 0.3069 0.2612 0.1 -0.1 0.2
H 0.8575 1.6684 -1.8711 0.1 0.0 0.0
H 2.1953 2.8175 -3.3356 0.0 0.0 0.1
```
Forces are in eV/Å.